{
  "formula": "C60H40Cl4MgN9O2S",
  "method": "ωB97M-V with the def2-TZVPD basis set",
  "charge": -1,
  "e_homo_ev": [-4.240, -4.149],
  "lumo_ev": [0.72, 0.94],
  "orbital_gap_ev": [4.96, 5.09],
  "elements": ["Mg", "Cl", "C", "C", "C", "C", "C", "C", "C", "C", "C", "C", "C", "C", "C", "C", "C", "C", "Cl", "C", "C", "C", "N", "C", "C", "C", "C", "C", "C", "Cl", "C", "C", "C", "C", "C", "C", "N", "C", "C", "C", "C", "C", "N", "C", "C", "C", "C", "Cl", "C", "C", "C", "C", "N", "H", "H", "H", "H", "H", "H", "H", "H", "H", "H", "H", "H", "H", "H", "H", "H", "H", "H", "H", "H", "H", "H", "H", "H", "N", "C", "C", "C", "C", "C", "C", "S", "O", "O", "N", "C", "N", "C", "C", "C", "N", "H", "H", "H", "H", "H", "H", "H", "H", "H", "N", "C", "C", "C", "C", "C", "C", "H", "H", "H", "H", "H", "H", "H"],
  "coordinates": [[-0.4396, -0.8953, -0.3767], [-4.1684, -6.9855, -6.7751], [-3.3243, -5.8176, -5.8379], [-1.9879, -5.9965, -5.4175], [-1.5349, -5.1189, -4.4414], [-2.3182, -4.0462, -3.9594], [-3.6493, -3.8515, -4.4589], [-4.1160, -4.6784, -5.4175], [-1.7979, -3.1842, -2.9031], [-2.5024, -3.0424, -1.6975], [-3.7434, -3.6871, -1.3838], [-4.0143, -3.4713, -0.0276], [-2.8641, -2.8083, 0.5020], [-2.5636, -2.4147, 1.8409], [-3.5735, -2.0024, 2.7618], [-3.3348, -1.8696, 4.1905], [-4.4036, -1.8664, 5.0543], [-5.7427, -1.7400, 4.5982], [-7.0081, -1.7228, 5.7701], [-5.9624, -1.7239, 3.2298], [-4.8851, -1.7357, 2.3245], [-1.2013, -2.4497, 2.2359], [-0.1148, -1.9160, 1.5412], [1.0317, -2.0573, 2.3010], [2.3389, -1.4743, 1.9875], [3.5474, -1.7026, 2.7207], [4.7945, -1.8444, 2.0920], [5.9435, -1.9827, 2.8581], [5.9124, -2.2790, 4.2305], [7.2313, -2.7488, 5.1888], [4.6109, -2.1394, 4.8700], [3.4895, -1.7436, 4.1613], [2.4936, -0.6648, 0.8279], [3.4690, 0.3352, 0.5666], [3.1802, 0.8913, -0.6379], [2.1913, 0.0966, -1.2301], [1.6550, -0.7484, -0.2977], [1.9648, -0.0858, -2.6151], [1.0280, -1.0071, -3.1274], [0.9866, -1.5643, -4.4573], [0.0407, -2.5464, -4.4604], [-0.6264, -2.4904, -3.1735], [0.0308, -1.5768, -2.3772], [2.8890, 0.5207, -3.6066], [4.2616, 0.6820, -3.3171], [5.0966, 1.4064, -4.1550], [4.6477, 1.8068, -5.4567], [5.7927, 2.2412, -6.6562], [3.3054, 1.6646, -5.7634], [2.4437, 1.0654, -4.8311], [0.7082, -2.8100, 3.4967], [-0.6387, -3.1102, 3.4013], [-1.9830, -2.5083, -0.5162], [-1.4252, -6.8124, -5.8283], [-0.5416, -5.2391, -4.0178], [-4.3071, -3.0263, -4.1324], [-5.0526, -4.5070, -5.9164], [-4.3405, -4.2282, -2.0803], [-4.9239, -3.7862, 0.5104], [-2.3281, -1.6860, 4.5718], [-4.2556, -1.9985, 6.1344], [-7.0179, -1.6795, 2.8873], [-5.0609, -1.5140, 1.2671], [4.8387, -1.8732, 0.9971], [6.9195, -1.9078, 2.3432], [4.5893, -2.4124, 5.9233], [2.5541, -1.5651, 4.7044], [4.2763, 0.6584, 1.2648], [3.6540, 1.7828, -1.0563], [1.6108, -1.3159, -5.3030], [-0.2598, -3.1537, -5.2933], [4.5989, 0.1825, -2.4112], [6.0954, 1.7377, -3.8174], [2.9254, 2.0859, -6.6835], [1.3741, 0.9486, -5.0618], [1.3695, -3.0028, 4.3520], [-1.1918, -3.6848, 4.1263], [0.9315, 7.3601, -1.0266], [0.4391, 6.1600, -1.5255], [-0.7917, 6.1118, -2.1883], [-1.3164, 4.8809, -2.5828], [-0.5838, 3.7812, -2.2604], [0.7082, 3.8219, -1.7308], [1.2517, 5.0257, -1.3776], [-1.1703, 2.1415, -2.6729], [-2.5603, 2.2150, -3.0449], [-0.2223, 1.5332, -3.5726], [-1.0080, 1.3041, -1.2749], [-1.7742, 1.5743, -0.1773], [-2.4895, 2.6751, 0.0281], [-2.8348, 2.9644, 1.2700], [-2.6031, 2.0732, 2.3459], [-1.9674, 0.8731, 2.0213], [-1.6519, 0.5584, 0.7526], [0.5426, 8.1823, -1.4802], [1.9375, 7.4324, -0.9348], [-1.3167, 7.0398, -2.3471], [-2.2914, 4.7225, -3.1119], [1.2746, 2.8879, -1.6032], [2.2630, 5.2226, -1.1067], [-3.3983, 3.8929, 1.3970], [-2.7752, 2.3970, 3.4082], [-1.6820, 0.1671, 2.8272], [2.5668, 4.0572, 2.8380], [1.5401, 3.7526, 3.6304], [0.5471, 4.6321, 4.0043], [-0.4628, 4.2203, 4.8070], [-0.5204, 2.9338, 5.3810], [0.5224, 2.0644, 5.0990], [1.5415, 2.4610, 4.2270], [2.5611, 4.8737, 2.2223], [3.1594, 3.3096, 2.5689], [0.5379, 5.6109, 3.5966], [-1.2901, 4.9088, 5.0027], [-1.2558, 2.6930, 6.1153], [0.5530, 1.0794, 5.5492], [2.4023, 1.8008, 4.0693]],
  "forces_ev_per_angstrom": [[-0.280, -0.792, -0.087], [0.122, -0.410, -0.593], [0.036, 1.753, 1.008], [-2.370, 0.472, -0.219], [-0.189, 0.897, 0.310], [-1.261, -0.928, -0.510], [1.312, 0.843, 0.713], [1.047, -2.460, -1.277], [0.101, 0.905, 0.883], [0.195, -0.614, 1.872], [-0.330, 0.499, 1.653], [-0.445, -0.612, -1.310], [0.540, 1.658, -1.433], [0.159, -0.068, -0.982], [-0.530, -0.071, 1.514], [-0.294, -0.015, -1.175], [-0.801, 0.335, 0.679], [1.752, -1.019, -0.516], [-0.282, -0.015, -0.039], [-0.819, 0.665, -0.140], [-0.473, -0.263, 0.289], [3.909, 0.012, 0.381], [-0.859, 0.114, 0.492], [0.717, 0.168, 0.149], [-2.750, 0.121, -1.800], [0.429, 0.047, 2.437], [-0.838, 0.119, 0.426], [1.772, -0.627, 0.325], [-3.693, 1.168, -0.785], [0.743, -0.058, 0.113], [1.849, -0.417, -0.494], [0.802, -0.616, -0.675], [-1.674, -0.698, -1.460], [1.107, 0.966, 1.364], [1.581, 1.173, 0.171], [-1.120, -0.939, -0.489], [1.125, 0.241, 1.237], [0.008, -0.285, -0.710], [-0.962, -0.583, 0.624], [0.072, -0.833, -0.323], [0.067, 1.099, 0.029], [1.538, 0.740, -0.161], [-0.244, -0.186, -0.384], [0.430, 1.000, -0.573], [-0.606, 0.028, -0.074], [0.403, 0.445, -0.962], [-0.325, -0.999, 2.178], [0.308, 0.580, -0.237], [-0.129, -0.148, 0.586], [-0.528, -0.345, 0.073], [-0.581, -0.177, -0.288], [0.207, 0.938, 0.681], [-0.499, -0.270, -0.446], [0.283, -0.241, 0.150], [-0.105, 0.011, -0.102], [0.810, -0.361, -0.037], [-0.362, -0.149, 0.120], [-0.355, -0.291, -0.164], [0.824, 0.094, -0.296], [-0.288, -0.685, -0.118], [0.107, 0.525, -0.445], [0.928, 0.235, 0.025], [-0.023, -0.490, 0.413], [0.100, 0.231, 0.553], [-0.567, -0.397, 0.347], [-0.247, 0.394, -0.075], [0.539, 0.038, -0.449], [-0.906, -0.264, -0.638], [-0.091, -0.549, 0.031], [0.095, -0.001, 0.215], [0.068, 0.009, -0.123], [0.371, 0.518, -0.191], [-0.422, -0.737, -0.419], [-0.067, -0.274, -0.138], [0.645, 0.415, 0.096], [-0.522, -0.395, -0.799], [-0.135, 0.000, 0.033], [-0.139, 1.047, -0.113], [0.215, 0.047, -0.459], [0.184, -0.160, 0.331], [-0.872, 0.496, -0.155], [0.527, -1.832, -0.474], [0.318, -0.696, 0.127], [-1.261, 0.641, -0.534], [-0.346, -0.823, 1.710], [0.126, 0.394, -0.479], [-0.212, 0.465, -0.262], [-0.649, 0.095, 0.113], [0.809, -1.355, -0.299], [0.158, 1.006, -0.133], [-0.498, -1.233, 0.494], [0.384, 1.043, 0.496], [-0.113, 0.094, -0.147], [0.203, 1.066, 0.706], [0.182, -0.216, 0.224], [-0.234, -0.138, -0.081], [-0.206, 0.121, -0.089], [1.003, 0.417, 0.673], [-0.349, 0.414, -0.139], [0.663, -0.448, 0.508], [0.240, -0.180, 0.120], [0.107, -0.573, -1.298], [-0.291, 0.261, -0.779], [1.374, 1.780, -1.560], [-0.481, -2.167, 1.777], [0.178, -0.013, -0.760], [-1.754, -0.752, 1.345], [0.810, 0.981, -0.479], [0.434, 0.311, -0.520], [-0.244, 0.137, 0.280], [-0.178, -0.701, 0.510], [0.380, -0.388, -0.383], [-0.016, 0.842, -0.345], [0.320, -0.122, 0.078], [-0.571, -0.188, 0.139], [0.061, 0.001, -0.009], [-0.393, 0.152, -0.169]]
}

{
  "formula": "C60H42BrF4MnN4O5PS3",
  "method": "ωB97M-V with the def2-TZVPD basis set",
  "spin_multiplicity": 2,
  "s_squared": 1.1274,
  "charge": 0,
  "e_homo_ev": [-7.315, -6.886],
  "lumo_ev": [-0.14, -0.15],
  "orbital_gap_ev": [7.18, 6.74],
  "elements": ["Mn", "F", "C", "C", "F", "C", "F", "C", "P", "C", "C", "C", "C", "C", "C", "C", "C", "C", "C", "C", "C", "C", "Br", "C", "F", "H", "H", "H", "H", "H", "H", "H", "H", "H", "H", "C", "O", "C", "C", "C", "C", "C", "C", "C", "N", "C", "C", "N", "C", "C", "C", "C", "N", "C", "C", "N", "C", "C", "C", "C", "H", "H", "H", "H", "H", "H", "H", "H", "H", "H", "H", "H", "H", "H", "C", "O", "C", "C", "C", "C", "C", "C", "O", "C", "O", "C", "H", "H", "H", "H", "H", "H", "H", "H", "H", "O", "C", "C", "C", "C", "C", "S", "C", "C", "C", "C", "S", "C", "C", "C", "C", "S", "H", "H", "H", "H", "H", "H", "H", "H", "H"],
  "coordinates": [[-1.1003, 1.0985, -0.6072], [-8.5193, 0.7299, 3.1984], [-7.2184, 0.7400, 2.9160], [-6.2879, 0.7774, 3.9417], [-6.6917, 0.8053, 5.2124], [-4.9397, 0.7855, 3.6233], [-4.0753, 0.8244, 4.6460], [-4.4789, 0.7526, 2.3177], [-2.6720, 0.8637, 1.9449], [-2.2210, 2.2933, 2.9751], [-1.5410, 2.2355, 4.1833], [-1.1603, 3.4046, 4.8227], [-1.4694, 4.6395, 4.2713], [-2.1718, 4.7041, 3.0779], [-2.5400, 3.5356, 2.4310], [-2.0292, -0.6090, 2.8131], [-2.8474, -1.6634, 3.2106], [-2.3005, -2.8366, 3.7079], [-0.9254, -2.9780, 3.8068], [-0.1012, -1.9338, 3.4096], [-0.6446, -0.7598, 2.9143], [-5.4335, 0.7243, 1.2979], [-4.9452, 0.7039, -0.5177], [-6.7861, 0.7163, 1.5957], [-7.7148, 0.6923, 0.6406], [-1.3008, 1.2777, 4.6273], [-0.6240, 3.3490, 5.7605], [-1.1641, 5.5476, 4.7717], [-2.4170, 5.6612, 2.6377], [-3.0681, 3.5847, 1.4841], [-3.9233, -1.5813, 3.1318], [-2.9538, -3.6427, 4.0136], [-0.4983, -3.8951, 4.1884], [0.9746, -2.0358, 3.4735], [-0.0024, 0.0359, 2.5602], [9.2418, -7.9527, -0.3903], [7.8533, -8.2144, -0.3324], [7.0061, -7.1560, -0.4180], [7.4113, -5.8363, -0.5763], [6.4487, -4.8359, -0.6480], [5.0976, -5.1277, -0.5694], [4.7055, -6.4610, -0.4130], [5.6444, -7.4629, -0.3378], [4.0604, -4.0939, -0.6296], [2.7863, -4.3016, -0.3866], [2.1933, -3.0738, -0.5472], [3.1209, -2.1197, -0.8908], [4.3240, -2.7879, -0.9394], [2.7811, -0.7520, -1.1431], [3.6622, 0.2711, -1.5260], [3.1704, 1.5366, -1.7429], [1.7981, 1.7750, -1.5953], [0.9567, 0.8254, -1.2389], [1.4304, -0.4107, -0.9949], [0.4484, -1.4026, -0.5715], [-0.8097, -0.9444, -0.3961], [-1.7664, -1.8140, -0.1250], [-1.5035, -3.1810, 0.0527], [-0.2124, -3.6422, -0.0515], [0.8063, -2.7352, -0.3865], [9.7332, -8.9162, -0.2914], [9.5538, -7.2994, 0.4285], [9.5172, -7.5005, -1.3467], [8.4551, -5.5733, -0.6386], [6.7907, -3.8138, -0.7559], [3.6522, -6.6915, -0.3530], [5.3531, -8.4959, -0.2186], [5.2182, -2.4143, -1.2013], [4.7188, 0.0658, -1.6460], [3.8186, 2.3487, -2.0376], [1.3747, 2.7536, -1.7796], [-2.7695, -1.4157, -0.0420], [-2.3234, -3.8435, 0.2841], [0.0415, -4.6809, 0.1026], [3.3530, 2.9117, 4.4078], [3.1150, 4.0537, 3.6100], [2.1961, 3.9448, 2.6158], [1.9765, 5.1338, 1.8840], [1.0328, 5.1144, 0.9018], [0.2885, 3.9576, 0.5682], [-0.7669, 4.0516, -0.4134], [-1.2141, 5.3906, -0.9476], [-1.3675, 3.0620, -0.8848], [0.5456, 2.7428, 1.2805], [-0.0498, 1.6215, 1.0756], [1.5178, 2.7900, 2.3229], [4.0929, 3.2093, 5.1454], [3.7437, 2.0849, 3.8071], [2.4372, 2.5889, 4.9118], [2.5414, 6.0196, 2.1268], [0.8503, 6.0278, 0.3562], [-1.1307, 6.1980, -0.2288], [-2.2463, 5.2985, -1.2796], [-0.6122, 5.6356, -1.8262], [1.6773, 1.8750, 2.8715], [-2.2916, 0.6915, -2.0861], [-2.2926, 0.8306, -3.4494], [-2.7124, -0.5008, -4.0619], [-2.5496, -1.0158, -5.3133], [-3.2298, -2.2503, -5.4923], [-3.8964, -2.6354, -4.3687], [-3.6898, -1.5200, -3.0904], [-3.3201, 1.8838, -3.8902], [-3.6719, 2.9997, -3.1914], [-4.5973, 3.8194, -3.8884], [-4.9303, 3.3047, -5.1042], [-4.1378, 1.8213, -5.3988], [-0.9324, 1.2131, -4.0192], [0.0950, 0.3746, -4.3442], [1.2395, 1.0543, -4.8298], [1.0645, 2.4072, -4.8431], [-0.4889, 2.8492, -4.2895], [-1.9669, -0.5249, -6.0784], [-3.2178, -2.8227, -6.4062], [-4.4729, -3.5315, -4.2222], [-3.2646, 3.2020, -2.2163], [-5.0087, 4.7373, -3.4986], [-5.6246, 3.7048, -5.8213], [0.0142, -0.6994, -4.2616], [2.1436, 0.5642, -5.1552], [1.7611, 3.1580, -5.1731]],
  "forces_ev_per_angstrom": [[0.722, -0.100, 0.051], [0.093, 0.005, -0.025], [0.103, 0.002, -0.036], [-0.018, 0.000, -0.101], [0.016, -0.005, -0.093], [-0.092, 0.043, 0.230], [-0.161, -0.082, -0.044], [0.124, 0.134, 0.011], [-0.194, -0.098, -0.292], [-0.044, 0.118, -0.042], [0.116, -0.050, 0.000], [-0.009, 0.007, 0.014], [0.004, 0.004, 0.021], [-0.012, -0.015, -0.019], [0.017, 0.001, 0.013], [-0.026, -0.022, 0.029], [-0.006, 0.036, -0.009], [0.052, -0.054, 0.003], [-0.013, 0.020, 0.011], [0.012, 0.007, 0.016], [0.002, -0.055, -0.035], [-0.189, -0.034, -0.079], [0.095, 0.026, 0.044], [-0.082, 0.006, 0.293], [0.036, -0.012, -0.014], [-0.008, -0.010, -0.016], [0.025, 0.013, 0.040], [0.019, 0.051, 0.023], [-0.013, 0.050, 0.006], [0.006, -0.001, -0.042], [-0.028, -0.001, -0.015], [-0.020, -0.027, 0.015], [0.019, -0.039, 0.014], [0.029, -0.021, 0.007], [0.016, 0.005, 0.007], [0.010, 0.021, -0.015], [-0.135, 0.070, 0.007], [0.037, -0.132, 0.002], [-0.083, -0.052, 0.013], [0.085, 0.000, -0.013], [-0.140, -0.004, 0.012], [0.087, -0.043, -0.007], [0.083, 0.102, -0.019], [0.078, -0.231, 0.049], [0.129, 0.197, -0.055], [-0.077, -0.065, 0.025], [-0.073, 0.147, -0.040], [-0.195, 0.025, 0.012], [0.132, 0.155, -0.064], [-0.059, 0.070, 0.013], [-0.044, -0.069, 0.014], [0.104, -0.145, -0.075], [-0.333, 0.157, 0.023], [-0.322, -0.252, 0.135], [0.126, 0.555, -0.122], [-0.151, -0.020, -0.063], [0.311, -0.191, 0.024], [0.066, 0.162, -0.026], [0.004, 0.165, -0.041], [-0.170, -0.213, 0.108], [0.011, 0.012, -0.004], [0.022, -0.001, -0.010], [0.024, 0.001, 0.015], [0.047, 0.007, -0.002], [0.011, 0.022, 0.010], [-0.047, 0.011, 0.008], [-0.003, -0.057, 0.008], [-0.035, 0.014, 0.000], [0.025, 0.021, -0.014], [0.039, 0.008, -0.005], [0.016, -0.020, -0.011], [-0.007, 0.022, -0.006], [-0.022, -0.068, 0.020], [-0.026, -0.067, 0.015], [-0.037, -0.074, 0.009], [-0.084, 0.056, -0.149], [0.171, 0.044, 0.156], [-0.129, -0.170, -0.069], [0.055, 0.020, 0.093], [-0.233, 0.038, -0.196], [-0.002, -0.356, 0.058], [-0.031, -0.113, -0.107], [0.147, 0.316, 0.198], [0.042, -0.165, 0.147], [-0.048, 0.153, -0.218], [-0.086, 0.059, -0.108], [-0.001, -0.021, 0.010], [0.000, 0.019, 0.032], [0.040, -0.004, 0.000], [0.036, 0.055, 0.029], [-0.003, 0.053, -0.063], [0.007, 0.039, 0.065], [0.008, -0.026, -0.013], [0.028, 0.041, 0.007], [0.007, -0.045, 0.030], [-0.112, 0.204, 0.243], [-0.082, -0.210, -0.178], [0.014, -0.034, -0.059], [0.003, 0.072, 0.071], [-0.110, -0.057, 0.119], [0.066, -0.030, -0.112], [0.025, -0.024, -0.007], [0.039, 0.018, 0.209], [0.033, -0.126, -0.041], [-0.058, -0.030, -0.111], [-0.005, 0.070, 0.112], [0.019, -0.036, -0.084], [0.131, -0.096, 0.056], [-0.083, -0.016, -0.025], [0.012, 0.192, 0.089], [0.083, -0.110, -0.041], [-0.035, 0.046, 0.000], [0.013, 0.014, -0.037], [0.002, -0.042, -0.072], [-0.057, -0.084, 0.005], [0.044, 0.015, 0.137], [-0.030, 0.078, 0.023], [-0.057, 0.033, -0.083], [0.001, -0.025, 0.018], [0.084, -0.032, -0.027], [0.059, 0.074, -0.026]]
}

Computed DFT total energy, in the same sequence as the records: -5392.92524, -8567.31368 hartree.